Entry P
Molecular formula: C5H7FS2
Method: DFT, ωB97M-V/def2-TZVPD

Structure (XYZ):
```
15
Properties=species:S:1:pos:R:3:lowdin_charge:R:1
C -0.52 -1.40 -0.76 -0.144
C -1.33 -0.46 0.23 -0.286
C -0.30 0.58 1.05 -0.150
C 0.70 1.27 0.10 -0.883
C 1.99 0.77 -0.23 -0.656
H -0.61 -0.66 -1.94 0.195
H -1.10 -2.56 -0.81 0.136
H 0.46 -1.51 -0.13 -0.073
H -1.73 -1.05 1.04 0.109
H -0.92 1.33 1.65 0.132
H 0.24 -0.05 1.66 0.059
H 2.64 1.56 -0.77 0.070
F -2.39 0.29 -0.54 -0.120
S 0.49 2.77 -0.40 0.844
S 2.37 -0.86 -0.15 0.768
```

The calculation puts the gap between HOMO and LUMO at 6.935 eV. The multiplicity is 1.

=====

Entry Q
Molecular formula: C5H7FS2
Method: DFT, ωB97M-V/def2-TZVPD

Structure (XYZ):
```
15
Properties=species:S:1:pos:R:3:lowdin_charge:R:1
F -1.54 -1.43 -0.90 0.018
C -0.96 -0.50 -0.03 -0.507
C 0.04 -1.13 0.88 -0.406
S 1.63 -1.47 0.00 0.807
C 2.03 0.17 -0.64 -0.804
S 1.01 1.50 0.03 0.874
C -0.56 0.85 -0.58 -0.490
C -1.66 0.75 0.41 -0.076
H 0.34 -0.42 1.67 0.070
H -0.34 -2.01 1.35 0.087
H 1.93 0.09 -1.74 0.042
H 3.09 0.42 -0.35 0.048
H -0.88 1.11 -1.58 0.120
H -2.66 0.94 0.08 0.109
H -1.47 1.12 1.41 0.111
```

Its SMILES is F[C@@]12CSCS[C@@H]1C2. The calculation puts the gap between HOMO and LUMO at 9.455 eV. The multiplicity is 1.

=====

Which one sits at the bottom of the stability order? entry P does.